(1)
Molecular formula: C51H45N5NaO2P2S3
Method: DFT, the ωB97M-V functional and the def2-TZVPD basis

Calculated values
* Kohn-Sham gap: 6.3 eV
* energy: -4434.2164 a.u.
* maximum force: 1.612 eV/Å
* charge: -1

The geometry in XYZ format:
```
109
C51H45N5NaO2P2S3 | the Open Molecules 2025 dataset | the ωB97M-V functional and the def2-TZVPD basis
Na 0.230 -0.848 -0.256
C 6.368 -0.510 -2.215
C 5.382 -1.662 -2.021
N 4.446 -1.419 -0.933
C 3.263 -0.705 -1.163
S 2.702 0.317 0.139
N 2.689 -0.881 -2.311
N 1.456 -0.261 -2.471
C 1.416 0.918 -2.944
C 2.640 1.699 -3.336
C -1.108 0.582 -3.142
C -2.190 0.697 -4.276
C -3.533 0.296 -3.901
C -3.774 -0.327 -2.740
C -2.736 -0.349 -1.731
N -1.553 0.111 -1.889
H 7.126 -0.756 -2.966
H 6.877 -0.293 -1.271
H 5.840 0.395 -2.529
H 5.936 -2.580 -1.808
H 4.793 -1.822 -2.922
H 4.863 -1.115 -0.069
H 3.505 1.299 -2.814
H 2.528 2.752 -3.089
H 2.816 1.615 -4.412
H -2.112 1.495 -4.996
H -4.347 0.568 -4.565
H -4.772 -0.640 -2.456
H -3.020 -0.582 -0.712
O 0.412 2.793 1.750
S -0.350 1.506 1.656
C -0.868 1.169 3.354
C -1.163 2.233 4.196
C -1.380 1.998 5.543
C -1.272 0.704 6.041
C -0.949 -0.353 5.201
C -0.737 -0.143 3.837
P -0.169 -1.453 2.646
C -0.617 -3.012 3.573
C -1.911 -3.205 4.074
C -2.293 -4.409 4.651
C -1.392 -5.460 4.750
C -0.103 -5.286 4.272
C 0.277 -4.081 3.690
C 1.641 -1.449 3.104
C 2.234 -0.693 4.114
C 3.606 -0.760 4.340
C 4.404 -1.601 3.578
C 3.830 -2.351 2.560
C 2.471 -2.246 2.308
C -1.905 2.066 0.868
C -3.150 2.147 1.469
C -4.227 2.624 0.733
C -4.054 3.029 -0.584
C -2.804 2.953 -1.188
C -1.711 2.473 -0.476
P -0.005 2.039 -1.055
C 0.737 3.746 -1.074
C 0.023 4.899 -1.402
C 0.645 6.144 -1.427
C 1.990 6.254 -1.107
C 2.706 5.119 -0.752
C 2.087 3.875 -0.737
C 0.032 1.623 -2.956
C -1.064 -0.315 -4.345
C -0.021 -0.099 -5.374
C 0.460 1.070 -5.820
C 0.180 2.414 -5.294
C -0.032 2.699 -4.006
H -1.187 3.236 3.784
H -1.607 2.823 6.208
H -1.414 0.519 7.100
H -0.830 -1.347 5.613
H -2.634 -2.404 4.005
H -3.307 -4.526 5.020
H -1.690 -6.401 5.199
H 0.618 -6.091 4.347
H 1.290 -3.979 3.333
H 1.633 -0.035 4.727
H 4.051 -0.154 5.122
H 5.470 -1.656 3.764
H 4.443 -2.994 1.940
H 2.039 -2.784 1.470
H -3.296 1.807 2.485
H -5.212 2.659 1.186
H -4.904 3.388 -1.154
H -2.693 3.232 -2.232
H -1.035 4.834 -1.624
H 0.073 7.026 -1.689
H 2.473 7.225 -1.118
H 3.749 5.204 -0.472
H 2.637 2.985 -0.448
H -1.353 -1.344 -4.162
H 0.343 -1.007 -5.841
H 1.144 1.035 -6.665
H 0.214 3.228 -6.013
H -0.215 3.725 -3.706
O -1.067 -2.434 -0.023
N -2.221 -3.063 -0.165
C -2.218 -4.041 -1.113
C -3.318 -4.786 -1.434
C -4.508 -4.536 -0.755
C -4.525 -3.560 0.211
C -3.387 -2.785 0.548
S -3.500 -1.525 1.683
H -1.265 -4.161 -1.604
H -3.244 -5.543 -2.202
H -5.405 -5.094 -0.994
H -5.430 -3.327 0.753
```


(2)
Molecular formula: C51H46F6O2
Method: DFT, the ωB97M-V functional and the def2-TZVPD basis

Calculated values
* Kohn-Sham gap: 8.1 eV
* energy: -2720.6430 a.u.
* maximum force: 0.951 eV/Å
* charge: 0

The geometry in XYZ format:
```
105
C51H46F6O2 | the Open Molecules 2025 dataset | the ωB97M-V functional and the def2-TZVPD basis
C 4.696 0.782 -0.015
C 3.766 -0.218 -0.730
C 2.348 -0.018 -0.219
C 1.274 -0.916 -0.871
C 1.431 -1.155 -2.380
C -0.112 -0.438 -0.477
C -0.879 -1.313 0.309
C -2.148 -1.001 0.778
C -2.691 0.235 0.467
C -1.970 1.125 -0.325
C -0.683 0.813 -0.804
C 0.005 1.849 -1.626
O 0.975 1.654 -2.319
C -0.554 3.222 -1.590
C -1.764 3.504 -1.119
C -2.630 2.428 -0.615
O -3.808 2.619 -0.432
H 4.566 0.667 1.061
H 5.732 0.667 -0.313
H 4.321 1.779 -0.245
H 4.131 -1.228 -0.541
H 3.862 -0.019 -1.797
H 2.365 -0.280 0.841
H 2.114 1.041 -0.261
H 1.392 -1.886 -0.390
H 1.866 -2.137 -2.562
H 2.082 -0.440 -2.864
H 0.480 -1.141 -2.908
H -0.431 -2.264 0.562
H -2.648 -1.735 1.391
H -3.670 0.497 0.841
H 0.077 4.002 -1.990
H -2.094 4.532 -1.110
F -3.907 -3.942 1.044
C -3.933 -4.254 -0.271
C -3.658 -5.550 -0.657
C -3.687 -5.867 -2.008
C -3.984 -4.886 -2.945
C -4.255 -3.587 -2.534
C -4.234 -3.266 -1.186
H -3.424 -6.295 0.091
H -3.484 -6.874 -2.325
H -4.006 -5.134 -3.998
H -4.481 -2.822 -3.264
H -4.447 -2.261 -0.845
F -2.411 10.375 1.867
C -2.906 9.229 1.358
C -3.118 9.138 -0.003
C -3.624 7.955 -0.522
C -3.916 6.890 0.320
C -3.697 7.006 1.686
C -3.184 8.182 2.214
H -2.890 9.983 -0.640
H -3.791 7.865 -1.587
H -4.314 5.970 -0.089
H -3.928 6.179 2.343
H -2.999 8.292 3.274
F -1.270 -0.284 -8.741
C -0.229 -0.269 -7.884
C -0.306 0.516 -6.751
C 0.764 0.526 -5.868
C 1.892 -0.239 -6.134
C 1.951 -1.017 -7.281
C 0.881 -1.040 -8.165
H -1.193 1.109 -6.569
H 0.719 1.130 -4.970
H 2.726 -0.226 -5.445
H 2.831 -1.610 -7.490
H 0.902 -1.645 -9.061
F 3.911 0.573 3.000
C 4.290 1.101 4.186
C 3.393 1.879 4.887
C 3.785 2.416 6.105
C 5.061 2.177 6.599
C 5.946 1.393 5.870
C 5.561 0.844 4.656
H 2.405 2.059 4.482
H 3.089 3.022 6.669
H 5.367 2.597 7.542
H 6.942 1.206 6.250
H 6.233 0.224 4.077
F 4.796 2.110 9.647
C 3.547 2.226 10.146
C 2.740 3.253 9.697
C 1.456 3.366 10.210
C 1.003 2.464 11.163
C 1.834 1.443 11.602
C 3.117 1.317 11.090
H 3.117 3.951 8.962
H 0.809 4.161 9.865
H 0.002 2.557 11.562
H 1.484 0.741 12.347
H 3.779 0.524 11.413
F -2.214 -7.862 -3.781
C -2.210 -8.185 -5.094
C -1.935 -9.488 -5.458
C -1.936 -9.819 -6.805
C -2.201 -8.849 -7.762
C -2.470 -7.545 -7.372
C -2.480 -7.206 -6.027
H -1.725 -10.226 -4.695
H -1.729 -10.836 -7.107
H -2.196 -9.111 -8.812
H -2.672 -6.786 -8.117
H -2.692 -6.196 -5.703
```


(3)
Molecular formula: C51H46N5OP2S2TeV
Method: DFT, the ωB97M-V functional and the def2-TZVPD basis

Calculated values
* Kohn-Sham gap (alpha / beta): 6.6 / 6.4 eV
* energy: -5010.7425 a.u.
* spin multiplicity: 3
* maximum force: 0.960 eV/Å
* charge: +2

The geometry in XYZ format:
```
109
C51H46N5OP2S2TeV | the Open Molecules 2025 dataset | the ωB97M-V functional and the def2-TZVPD basis
V 0.896 0.303 -0.282
Te -1.482 0.683 -3.187
C -3.547 0.976 -3.313
C -4.062 1.806 -4.299
C -5.440 1.973 -4.367
N -6.301 1.404 -3.528
C -5.789 0.615 -2.586
C -4.434 0.362 -2.439
C -1.434 0.573 -1.040
P -1.048 -1.044 -0.380
C -1.405 -2.371 -1.539
C -2.667 -2.960 -1.568
C -2.940 -3.974 -2.473
C -1.950 -4.420 -3.337
C -0.682 -3.855 -3.296
C -0.413 -2.834 -2.401
C -1.950 -1.497 1.117
C -3.224 -1.027 1.414
C -3.864 -1.432 2.578
C -3.238 -2.318 3.442
C -1.973 -2.812 3.137
C -1.331 -2.402 1.981
P -0.741 2.075 -0.332
C -1.029 3.497 -1.389
C 0.062 4.236 -1.829
C -0.137 5.379 -2.595
C -1.424 5.774 -2.921
C -2.518 5.038 -2.474
C -2.325 3.907 -1.703
C -1.502 2.520 1.245
C -0.781 3.288 2.158
C -1.367 3.679 3.350
C -2.675 3.302 3.640
C -3.402 2.552 2.728
C -2.817 2.168 1.529
H -3.428 2.332 -5.001
H -5.867 2.613 -5.131
H -6.503 0.152 -1.912
H -4.093 -0.305 -1.658
H -3.439 -2.638 -0.881
H -3.924 -4.422 -2.497
H -2.163 -5.215 -4.039
H 0.091 -4.211 -3.965
H 0.572 -2.390 -2.371
H -3.726 -0.351 0.733
H -4.854 -1.061 2.806
H -3.737 -2.634 4.348
H -1.491 -3.516 3.803
H -0.340 -2.784 1.757
H 1.072 3.926 -1.582
H 0.712 5.958 -2.933
H -1.580 6.663 -3.517
H -3.522 5.354 -2.725
H -3.184 3.343 -1.356
H 0.240 3.588 1.946
H -0.810 4.281 4.055
H -3.130 3.608 4.572
H -4.427 2.278 2.942
H -3.390 1.613 0.798
S 2.920 0.859 6.027
C 2.178 0.819 4.449
C 0.898 0.342 4.168
C 0.446 0.344 2.864
N 1.164 0.799 1.831
C 2.377 1.306 2.119
C 2.927 1.323 3.373
C 1.681 0.079 7.031
C 0.588 0.805 7.484
C -0.361 0.147 8.254
N -0.278 -1.139 8.583
C 0.785 -1.815 8.159
C 1.791 -1.258 7.381
H 0.246 -0.033 4.943
H -0.551 -0.014 2.643
H 2.939 1.732 1.293
H 3.913 1.745 3.514
H 0.479 1.855 7.249
H -1.229 0.683 8.623
H 0.842 -2.857 8.455
H 2.638 -1.852 7.063
C 6.867 -2.396 0.085
C 6.200 -3.763 0.049
C 4.680 -3.696 0.047
N 4.194 -2.974 -1.142
C 3.372 -1.943 -1.177
S 2.667 -1.330 0.234
N 3.211 -1.431 -2.469
C 2.348 -0.482 -2.947
O 1.522 0.088 -2.230
C 2.436 -0.165 -4.383
C 2.010 1.099 -4.788
C 2.067 1.436 -6.129
C 2.524 0.511 -7.059
C 2.926 -0.758 -6.659
C 2.888 -1.097 -5.318
H 7.951 -2.495 0.115
H 6.563 -1.831 0.969
H 6.626 -1.790 -0.792
H 6.486 -4.341 0.929
H 6.545 -4.347 -0.810
H 4.304 -3.175 0.923
H 4.231 -4.690 0.024
H 4.593 -3.295 -2.015
H 3.868 -1.768 -3.159
H 1.644 1.808 -4.057
H 1.754 2.419 -6.455
H 2.561 0.775 -8.107
H 3.259 -1.478 -7.393
H 3.163 -2.105 -5.027
```


Q: The highest charge belongs to which entry?
A: C51H46N5OP2S2TeV